{
  "formula": "CH2ClN2O2",
  "method": "ωB97M-V/def2-TZVPD",
  "de_lowest_kcal_mol": 79.7,
  "gap_ha": [0.2682, 0.2679],
  "charge": -1,
  "total_energy_ha": -759.33177,
  "elements": ["C", "N", "N", "O", "O", "Cl", "H", "H"],
  "positions_angstrom": [[0.277, 0.856, 0.209], [1.474, 1.238, -0.249], [2.435, 0.445, 0.038], [2.272, -0.670, 0.610], [3.552, 0.816, -0.315], [-0.962, 2.128, 0.167], [0.261, 0.138, 0.914], [-0.412, -0.396, -1.114]]
}

***

{
  "formula": "CH2ClNO",
  "method": "ωB97M-V/def2-TZVPD",
  "de_lowest_kcal_mol": 159.5,
  "gap_ha": 0.3756,
  "charge": 0,
  "total_energy_ha": -629.24659,
  "elements": ["C", "N", "O", "Cl", "H", "H"],
  "positions_angstrom": [[-0.480, 0.007, -0.221], [0.663, 0.128, 0.567], [0.193, 1.172, -0.267], [2.112, -0.651, -0.040], [-0.652, -0.629, -1.069], [-1.837, -0.026, 1.031]]
}

***

{
  "formula": "CH2ClNO3S2",
  "method": "ωB97M-V/def2-TZVPD",
  "de_lowest_kcal_mol": 10.9,
  "gap_ha": 0.3635,
  "charge": 0,
  "total_energy_ha": -1576.20072,
  "elements": ["C", "N", "O", "O", "O", "S", "S", "Cl", "H", "H"],
  "positions_angstrom": [[-0.236, -0.391, -0.016], [-2.271, -0.053, -1.529], [0.129, -0.198, -2.647], [-2.594, -0.822, 1.191], [-2.047, 1.536, 0.697], [-0.781, -0.953, -1.787], [-1.854, 0.173, 0.460], [-3.638, -1.036, -1.817], [0.252, -1.160, 0.809], [0.311, 0.523, -0.162]]
}

***

{
  "formula": "CH2ClNOP2",
  "method": "ωB97M-V/def2-TZVPD",
  "smiles": "[H]/N=P(=P\\[H])\\C(=O)Cl",
  "de_lowest_kcal_mol": 44.7,
  "gap_ha": [0.2629, 0.2628],
  "charge": 0,
  "total_energy_ha": -1312.10107,
  "elements": ["C", "N", "O", "P", "P", "Cl", "H", "H"],
  "positions_angstrom": [[-0.989, 0.401, -0.126], [1.677, -0.505, -1.058], [-1.631, 1.155, 0.540], [0.887, 0.131, 0.080], [0.520, -0.673, 1.910], [-1.601, -0.500, -1.351], [1.705, -0.263, -1.977], [-0.568, 0.254, 1.982]]
}

***

{
  "formula": "CH2ClNOS2",
  "method": "ωB97M-V/def2-TZVPD",
  "de_lowest_kcal_mol": 62.2,
  "gap_ha": [0.3078, 0.3078],
  "charge": 0,
  "total_energy_ha": -1425.72934,
  "elements": ["C", "N", "O", "S", "S", "Cl", "H", "H"],
  "positions_angstrom": [[0.850, 0.735, -0.707], [-1.313, -0.460, -0.470], [1.555, 1.657, -0.879], [0.785, -0.230, 1.714], [-0.694, 0.731, 0.285], [-3.030, -0.626, -0.291], [1.209, -0.378, -0.931], [0.637, -1.430, 1.278]]
}

***

{
  "formula": "CH2ClO2P",
  "method": "ωB97M-V/def2-TZVPD",
  "de_lowest_kcal_mol": 3.2,
  "gap_ha": [0.2986, 0.3434],
  "charge": 0,
  "spin_multiplicity": 3,
  "total_energy_ha": -991.17735,
  "elements": ["C", "O", "O", "P", "Cl", "H", "H"],
  "positions_angstrom": [[-1.419, -0.369, -0.714], [-0.532, -0.149, 0.179], [1.227, 1.622, 0.078], [1.050, 0.156, 0.086], [-2.930, -0.261, -0.015], [1.418, -0.589, -1.049], [1.186, -0.411, 1.436]]
}

***

{
  "formula": "CH2ClO3S",
  "method": "ωB97M-V/def2-TZVPD",
  "de_lowest_kcal_mol": 30.2,
  "gap_ha": 0.3205,
  "charge": -1,
  "total_energy_ha": -1123.41543,
  "elements": ["C", "O", "O", "O", "S", "Cl", "H", "H"],
  "positions_angstrom": [[-0.586, -0.410, 0.728], [0.276, 0.055, -1.631], [-1.567, 0.391, 0.382], [-0.220, -1.550, 0.215], [0.142, 0.945, -0.454], [2.190, 2.089, -0.361], [-0.280, -0.410, 1.795], [0.045, -1.110, -0.674]]
}

***

{
  "formula": "CH2ClPS",
  "method": "ωB97M-V/def2-TZVPD",
  "smiles": "C=P(=S)Cl",
  "de_lowest_kcal_mol": 23.4,
  "gap_ha": 0.3205,
  "charge": 0,
  "total_energy_ha": -1239.00746,
  "elements": ["C", "P", "S", "Cl", "H", "H"],
  "positions_angstrom": [[-1.067, 0.098, -0.023], [0.658, 0.211, 0.016], [2.351, 1.319, -0.001], [1.214, -1.718, 0.001], [-1.479, -0.890, 0.009], [-1.676, 0.980, -0.001]]
}

***

{
  "formula": "CH2ClPS",
  "method": "ωB97M-V/def2-TZVPD",
  "smiles": "C=P(=S)Cl",
  "de_lowest_kcal_mol": 79.4,
  "gap_ha": [0.2499, 0.2083],
  "charge": 0,
  "total_energy_ha": -1238.91816,
  "elements": ["C", "P", "S", "Cl", "H", "H"],
  "positions_angstrom": [[-0.341, -0.109, -0.192], [-2.082, -0.144, 0.004], [-2.708, -1.997, -0.019], [-4.345, 1.028, 0.030], [0.055, -1.058, -0.400], [0.314, 0.699, 0.260]]
}

***

{
  "formula": "CH2EuFLiO",
  "method": "ωB97M-V/def2-TZVPD",
  "de_lowest_kcal_mol": 18.4,
  "gap_ha": [0.2835, 0.2295],
  "charge": 1,
  "spin_multiplicity": 9,
  "total_energy_ha": -931.92882,
  "elements": ["C", "O", "Eu", "Li", "F", "H", "H"],
  "positions_angstrom": [[-0.405, -0.164, -0.783], [0.271, -0.209, 1.981], [-1.464, 0.637, 1.283], [1.747, 0.487, 0.982], [1.056, 0.089, -0.720], [-0.669, 0.385, -1.699], [-0.536, -1.224, -1.044]]
}

***

{
  "formula": "CH2F2N2",
  "method": "ωB97M-V/def2-TZVPD",
  "de_lowest_kcal_mol": 99.3,
  "gap_ha": 0.4556,
  "charge": 0,
  "total_energy_ha": -348.35829,
  "elements": ["C", "N", "N", "F", "F", "H", "H"],
  "positions_angstrom": [[1.737, 0.201, 0.383], [1.803, 0.390, -0.760], [-1.720, -0.266, 0.710], [-1.025, -1.489, 0.594], [-1.546, 0.328, -0.513], [-1.009, 0.341, 1.305], [1.760, 0.496, -1.719]]
}

***

{
  "formula": "CH2F2N2",
  "method": "ωB97M-V/def2-TZVPD",
  "de_lowest_kcal_mol": 0.0,
  "gap_ha": [0.4540, 0.4236],
  "charge": 0,
  "spin_multiplicity": 3,
  "total_energy_ha": -348.40104,
  "elements": ["C", "N", "N", "F", "F", "H", "H"],
  "positions_angstrom": [[-1.166, -0.106, -0.008], [-0.279, -0.334, 0.800], [2.683, 0.352, -0.559], [-2.081, -0.971, -0.380], [-1.435, 1.044, -0.570], [-0.259, -1.264, 1.090], [2.536, 1.279, -0.373]]
}

***

{
  "formula": "CH2F2N2OP",
  "method": "ωB97M-V/def2-TZVPD",
  "smiles": "FC(F)ON=[N+]=P",
  "de_lowest_kcal_mol": 109.7,
  "gap_ha": 0.3415,
  "charge": 1,
  "total_energy_ha": -764.69925,
  "elements": ["C", "N", "N", "O", "F", "F", "P", "H", "H"],
  "positions_angstrom": [[-1.143, -1.302, 0.214], [1.032, 1.177, -0.096], [0.242, 0.366, -0.370], [-0.394, -0.240, 0.637], [-0.344, -2.070, -0.581], [-2.192, -0.835, -0.486], [1.559, 2.556, -0.317], [-1.627, -1.968, 0.885], [2.867, 2.317, 0.114]]
}

***

{
  "formula": "CH2F2O2",
  "method": "ωB97M-V/def2-TZVPD",
  "smiles": "FCOOF",
  "de_lowest_kcal_mol": 173.7,
  "gap_ha": 0.4509,
  "charge": 0,
  "total_energy_ha": -389.27159,
  "elements": ["C", "O", "O", "F", "F", "H", "H"],
  "positions_angstrom": [[0.538, 0.561, -0.088], [0.308, -0.652, 0.356], [-1.101, -1.023, 0.550], [0.348, 1.458, 0.873], [-1.688, -1.668, -0.458], [0.014, 0.885, -0.938], [1.582, 0.439, -0.295]]
}

***

{
  "formula": "CH2F2O3S",
  "method": "ωB97M-V/def2-TZVPD",
  "de_lowest_kcal_mol": 14.2,
  "gap_ha": 0.3726,
  "charge": 0,
  "total_energy_ha": -862.73556,
  "elements": ["C", "O", "O", "O", "F", "F", "S", "H", "H"],
  "positions_angstrom": [[0.493, -1.174, -1.421], [0.494, -0.194, 2.282], [0.360, 1.641, 0.557], [1.056, -0.910, -0.413], [-1.544, -0.304, 0.757], [-0.364, 2.762, 0.109], [-0.527, 0.665, 1.777], [-0.163, -2.027, -1.483], [0.196, -0.459, -2.164]]
}

***

{
  "formula": "CH2F3NO3S",
  "method": "ωB97M-V/def2-TZVPD",
  "smiles": "O=S(=O)(NO)C(F)(F)F",
  "de_lowest_kcal_mol": 9.3,
  "gap_ha": 0.4417,
  "charge": 0,
  "total_energy_ha": -1017.47246,
  "elements": ["C", "H", "H", "N", "O", "O", "O", "F", "F", "F", "S"],
  "positions_angstrom": [[-0.461, -0.266, 1.071], [-1.539, -0.567, -2.592], [-0.218, 1.517, -1.902], [-0.568, 0.672, -1.398], [-0.527, -0.389, -2.418], [1.542, -0.786, -0.665], [1.148, 1.603, 0.091], [-0.973, 0.774, 1.681], [0.201, -1.082, 1.928], [-1.408, -1.018, 0.457], [0.676, 0.279, -0.300]]
}

***

{
  "formula": "CH2F3NOS",
  "method": "ωB97M-V/def2-TZVPD",
  "smiles": "N=[S@](=O)(F)C(F)F",
  "de_lowest_kcal_mol": 65.6,
  "gap_ha": 0.4286,
  "charge": 0,
  "total_energy_ha": -866.97928,
  "elements": ["C", "N", "O", "F", "F", "F", "S", "H", "H"],
  "positions_angstrom": [[-0.199, -0.963, 0.463], [0.083, 1.671, 0.264], [1.385, 0.048, -1.272], [-0.481, -0.465, 1.693], [0.731, -1.814, 0.580], [-1.365, 0.073, -1.457], [0.264, 0.433, -0.522], [-1.109, -1.415, 0.132], [0.691, 2.433, 0.118]]
}

***

{
  "formula": "CH2F3O2P",
  "method": "ωB97M-V/def2-TZVPD",
  "de_lowest_kcal_mol": 44.9,
  "gap_ha": 0.3447,
  "charge": 0,
  "total_energy_ha": -830.70892,
  "elements": ["C", "O", "O", "F", "F", "F", "P", "H", "H"],
  "positions_angstrom": [[3.018, -0.048, 0.009], [-0.216, 0.626, 0.556], [2.138, -0.480, -0.781], [3.728, 1.023, -0.385], [3.989, -0.937, 0.238], [2.489, 0.280, 1.138], [-0.080, -0.751, -0.175], [-0.456, 0.519, 1.516], [-0.396, -0.253, -1.498]]
}

***

{
  "formula": "CH2F3O4STm",
  "method": "ωB97M-V/def2-TZVPD",
  "de_lowest_kcal_mol": 33.3,
  "gap_ha": [0.2643, 0.2665],
  "charge": 1,
  "spin_multiplicity": 4,
  "total_energy_ha": -2122.79004,
  "elements": ["Tm", "O", "S", "O", "O", "C", "F", "F", "F", "O", "H", "H"],
  "positions_angstrom": [[2.525, 0.526, 0.787], [0.650, 1.338, 2.018], [0.577, 2.993, 1.572], [-0.719, 3.099, 0.898], [1.808, 2.842, 0.706], [0.928, 4.814, 1.895], [1.112, 5.459, 0.752], [-0.092, 5.413, 2.505], [2.025, 4.926, 2.634], [-0.079, 2.754, 3.640], [-0.667, 3.509, 3.764], [0.134, 1.304, 3.196]]
}

***

{
  "formula": "CH2FLiLuO",
  "method": "ωB97M-V/def2-TZVPD",
  "de_lowest_kcal_mol": 38.7,
  "gap_ha": [0.2864, 0.2801],
  "charge": 2,
  "spin_multiplicity": 2,
  "total_energy_ha": -1456.70012,
  "elements": ["C", "O", "Lu", "Li", "F", "H", "H"],
  "positions_angstrom": [[0.764, 0.012, 0.070], [-1.392, 0.711, 0.421], [-0.854, -0.635, 1.865], [-1.649, -0.190, -1.245], [0.256, -0.256, -1.293], [1.645, -0.647, 0.045], [1.230, 1.005, 0.138]]
}